[1]
The following is a DFT calculation (ωB97M-V with the def2-TZVPD basis set) of a 30-piece molecular cluster, C62H195N11O30 overall at a distorted geometry.

ORCA input file:
```
! RIJCOSX wB97M-V def2-TZVPD def2/J DEFGRID3
* xyz 0 1
C -6.046 -1.663 -2.359
C -7.453 -1.783 -1.703
C -7.570 -1.348 -0.251
O -6.535 -1.980 0.496
C -6.656 -1.661 1.881
N -8.506 -1.115 -2.484
H -6.004 -1.072 -3.269
H -5.662 -2.676 -2.514
H -5.416 -1.185 -1.598
H -7.776 -2.832 -1.766
H -8.552 -1.584 0.052
H -7.384 -0.240 -0.290
H -7.407 -2.266 2.454
H -6.750 -0.617 2.081
H -5.639 -1.906 2.300
H -8.657 -1.666 -3.339
H -8.315 -0.178 -2.720
C 6.165 2.944 6.500
C 5.699 1.619 5.857
C 4.281 1.759 5.398
O 3.424 2.170 6.543
C 2.166 2.659 6.166
N 6.524 1.299 4.655
H 5.480 3.073 7.349
H 6.098 3.848 5.890
H 7.155 2.960 6.831
H 5.760 0.807 6.596
H 3.808 0.879 4.987
H 4.220 2.543 4.703
H 2.181 3.351 5.346
H 1.759 3.212 7.000
H 1.518 1.846 5.817
H 7.486 1.447 4.907
H 6.462 0.340 4.452
C 7.663 4.892 0.158
C 7.409 4.539 1.622
C 6.014 4.669 2.196
O 5.171 3.961 1.330
C 3.866 3.888 1.825
N 7.858 3.154 1.836
H 8.747 4.808 0.063
H 7.340 5.934 -0.069
H 7.120 4.279 -0.532
H 8.106 5.215 2.146
H 5.636 5.809 2.297
H 6.015 4.233 3.159
H 3.732 3.220 2.674
H 3.350 3.604 0.866
H 3.433 4.829 2.058
H 7.919 2.647 0.964
H 7.282 2.680 2.511
C 4.087 5.891 -3.918
C 3.950 5.032 -2.669
C 4.692 3.644 -2.571
O 3.859 2.600 -2.976
C 4.609 1.359 -3.063
N 4.405 5.961 -1.548
H 3.634 5.401 -4.839
H 5.034 6.216 -4.244
H 3.542 6.856 -3.793
H 2.881 4.694 -2.571
H 5.009 3.525 -1.515
H 5.588 3.642 -3.201
H 5.322 1.463 -3.847
H 4.053 0.540 -3.424
H 5.146 1.134 -2.139
H 3.819 6.767 -1.622
H 4.340 5.501 -0.654
C 0.248 5.809 -7.461
C 0.972 4.518 -6.984
C -0.014 3.411 -6.648
O 0.684 2.126 -6.634
C 1.292 1.898 -5.408
N 1.795 3.990 -8.204
H -0.011 6.637 -6.777
H -0.631 5.569 -8.064
H 0.949 6.270 -8.180
H 1.597 4.630 -6.155
H -0.858 3.330 -7.382
H -0.374 3.629 -5.647
H 0.426 1.811 -4.696
H 1.961 2.694 -5.065
H 1.777 0.948 -5.349
H 2.026 3.040 -7.880
H 2.627 4.547 -8.370
C 2.379 -6.071 -1.679
C 1.718 -6.563 -2.991
C 0.483 -7.344 -2.711
O -0.087 -7.787 -3.931
C -1.300 -8.321 -3.755
N 1.334 -5.387 -3.847
H 2.911 -6.950 -1.173
H 1.704 -5.550 -1.015
H 3.172 -5.386 -1.952
H 2.475 -7.207 -3.495
H -0.148 -6.601 -2.186
H 0.817 -8.191 -2.066
H -1.953 -7.610 -3.205
H -1.253 -9.343 -3.203
H -1.860 -8.454 -4.703
H 2.126 -4.709 -3.891
H 0.946 -5.662 -4.789
C -0.275 1.896 11.498
C -0.862 1.590 10.099
C -0.232 0.352 9.447
O -0.693 -0.016 8.170
C 0.095 -0.887 7.403
N -2.324 1.272 10.170
H -0.323 0.951 12.044
H -0.895 2.546 12.009
H 0.802 2.231 11.452
H -0.599 2.459 9.439
H -0.473 -0.422 10.237
H 0.885 0.435 9.361
H 0.166 -1.893 7.856
H 1.136 -0.584 7.294
H -0.271 -0.860 6.415
H -2.773 1.862 10.876
H -2.811 1.462 9.323
C -2.373 -1.761 4.723
C -1.743 -2.939 3.935
C -0.499 -3.422 4.667
O 0.330 -2.236 4.660
C 1.653 -2.432 4.286
N -2.709 -4.022 3.724
H -3.213 -1.321 4.232
H -1.716 -0.895 4.958
H -2.789 -2.249 5.615
H -1.533 -2.599 2.902
H 0.061 -4.236 4.143
H -0.721 -3.766 5.664
H 2.094 -1.466 4.439
H 1.803 -2.721 3.259
H 2.140 -3.136 4.968
H -3.370 -3.870 2.947
H -3.212 -4.279 4.576
C -4.932 2.039 5.510
C -3.632 1.226 5.791
C -2.368 2.131 6.015
O -2.040 2.970 4.894
C -0.903 3.739 5.286
N -3.711 0.456 7.027
H -5.656 1.449 5.007
H -4.710 2.846 4.788
H -5.408 2.473 6.480
H -3.504 0.554 4.894
H -1.416 1.582 6.216
H -2.486 2.805 6.936
H -0.539 4.189 4.380
H -0.218 3.076 5.790
H -1.071 4.576 5.938
H -4.438 -0.226 6.853
H -2.776 -0.015 7.104
C -2.809 -4.161 -5.378
C -1.650 -3.241 -5.677
C -2.108 -1.883 -6.212
O -2.825 -1.264 -5.092
C -3.826 -0.442 -5.540
N -0.753 -2.908 -4.590
H -3.522 -3.728 -4.714
H -2.412 -5.046 -4.914
H -3.390 -4.363 -6.244
H -1.065 -3.800 -6.362
H -2.856 -1.974 -7.036
H -1.239 -1.231 -6.557
H -3.349 0.289 -6.163
H -4.292 0.207 -4.785
H -4.604 -1.004 -6.057
H -0.378 -3.821 -4.208
H -1.366 -2.673 -3.785
C -1.373 1.198 -1.846
C -1.272 -0.306 -1.680
C -0.839 -0.788 -0.333
O 0.545 -0.463 -0.089
C 1.275 -1.587 0.310
N -2.538 -0.916 -2.045
H -0.383 1.614 -1.616
H -2.141 1.701 -1.234
H -1.595 1.522 -2.901
H -0.652 -0.694 -2.530
H -1.029 -1.865 -0.220
H -1.438 -0.173 0.386
H 2.318 -1.373 0.254
H 1.215 -2.481 -0.388
H 0.937 -1.946 1.280
H -2.703 -0.906 -3.027
H -3.349 -0.541 -1.486
C 4.390 0.164 1.795
C 5.678 0.441 0.938
O 5.538 1.571 0.100
H 3.530 0.257 1.049
H 4.227 1.016 2.487
H 4.399 -0.780 2.382
H 5.787 -0.405 0.226
H 6.562 0.527 1.530
H 5.618 2.420 0.628
C -2.200 -6.577 0.534
C -1.149 -5.443 0.864
O -1.445 -4.119 0.406
H -1.832 -7.435 1.126
H -2.053 -6.876 -0.512
H -3.192 -6.209 0.632
H -0.122 -5.662 0.432
H -1.028 -5.386 1.960
H -1.976 -4.222 -0.445
C 5.420 -5.017 1.935
C 6.404 -3.958 2.470
O 6.397 -3.835 3.843
H 5.536 -5.952 2.450
H 5.603 -5.235 0.916
H 4.422 -4.592 2.072
H 6.099 -2.997 2.067
H 7.408 -4.171 2.079
H 6.262 -4.678 4.212
C -0.023 5.457 -3.333
C -1.382 4.808 -3.305
O -2.445 5.530 -2.603
H -0.033 6.444 -3.840
H 0.596 4.903 -4.084
H 0.520 5.392 -2.410
H -1.277 3.870 -2.768
H -1.745 4.781 -4.344
H -2.216 6.477 -2.507
C 0.752 1.552 2.337
C -0.300 0.916 3.275
O -1.618 1.341 2.847
H 1.758 1.155 2.555
H 0.861 2.599 2.507
H 0.574 1.313 1.276
H -0.105 1.098 4.347
H -0.303 -0.163 3.167
H -1.942 2.101 3.348
C -0.696 5.203 1.242
C -0.320 4.400 -0.008
O 1.085 4.369 -0.068
H -0.338 4.484 2.004
H -1.775 5.341 1.260
H -0.151 6.135 1.387
H -0.732 5.010 -0.875
H -0.741 3.404 0.048
H 1.360 3.494 -0.254
C -7.283 -5.497 1.303
C -5.871 -4.980 1.144
O -5.635 -4.477 -0.171
H -7.486 -5.950 2.312
H -7.439 -6.236 0.523
H -7.925 -4.641 1.196
H -5.203 -5.818 1.327
H -5.631 -4.259 1.894
H -5.087 -3.695 -0.094
C -6.258 2.914 -2.862
C -5.175 2.365 -1.997
O -4.510 3.389 -1.220
H -7.042 3.297 -2.164
H -6.692 2.072 -3.383
H -5.894 3.677 -3.535
H -4.467 1.912 -2.731
H -5.544 1.605 -1.362
H -3.953 3.977 -1.737
C 4.412 -3.125 -0.992
C 3.825 -2.156 -2.009
O 2.716 -2.821 -2.696
H 5.259 -2.660 -0.526
H 4.726 -3.977 -1.581
H 3.647 -3.436 -0.291
H 4.654 -1.825 -2.653
H 3.517 -1.261 -1.497
H 2.380 -2.209 -3.415
O 1.646 -1.804 -5.205
H 0.712 -2.090 -4.909
H 1.946 -2.444 -5.871
O -1.808 1.202 -8.605
H -1.696 1.883 -9.310
H -1.631 0.361 -9.053
O -1.017 -1.325 -9.628
H -0.243 -1.026 -10.166
H -0.525 -1.490 -8.761
O 0.802 -0.569 -7.658
H 0.344 0.283 -7.605
H 1.105 -0.630 -6.694
O -2.761 -3.669 -1.801
H -3.285 -4.139 -2.475
H -2.736 -2.660 -1.936
O -0.378 3.386 -10.272
H -0.688 4.214 -10.663
H 0.297 3.714 -9.688
O -3.493 -2.490 1.186
H -2.762 -3.106 0.903
H -3.330 -1.590 0.864
O 2.160 1.799 -0.613
H 1.590 1.037 -0.652
H 2.643 1.893 -1.454
O -4.885 -5.393 -2.769
H -5.366 -5.362 -1.913
H -5.294 -6.080 -3.285
O -3.603 0.486 1.083
H -2.995 0.887 1.743
H -4.341 1.118 0.846
*
```

Summary:
* F_max: 3.7 eV Å⁻¹
* HOMO: -8.7 eV
* calculated total energy: -145264.6707 eV

***

[2]
The following is a DFT calculation (ωB97M-V with the def2-TZVPD basis set) of a 2-piece molecular cluster, C4H6INO3S2 overall at a distorted geometry.

ORCA input file:
```
! RIJCOSX wB97M-V def2-TZVPD def2/J DEFGRID3
* xyz 0 1
C -1.696 2.687 0.767
C 0.712 1.111 -0.026
C -0.576 0.342 -2.368
C 0.622 -0.610 2.125
N -1.379 3.144 1.800
O -0.736 3.420 2.760
O 1.465 1.698 0.684
O -1.541 0.043 0.520
S 0.477 1.664 -1.698
S -0.157 -0.425 0.434
I -3.240 2.515 -0.589
H 0.036 -0.658 -2.406
H -0.903 0.701 -3.447
H -1.393 0.088 -1.619
H 1.670 -0.038 2.138
H 0.455 -1.674 2.202
H 0.073 0.039 2.782
*
```

Summary:
* F_max: 3.1 eV Å⁻¹
* HOMO: -9.1 eV
* calculated total energy: -41643.3315 eV